18
Properties=species:S:1:pos:R:3:forces:R:3:lowdin_charge:R:1 method="wB97M-V/def2-TZVPD" energy_ev=-7888.8634 homo_lumo_gap_ev=8.749 homo_energy_ha=-0.2779 e_lumo_ha=0.04360 smiles="C/C=C/C/C=C/N"
C -0.365 -1.015 -1.415 -0.4528 0.8639 -0.6701 -0.1313
C -1.565 -0.719 -0.896 -0.0766 -0.8156 0.0405 -0.2231
N -2.520 -1.696 -0.708 -0.7719 -0.0950 -0.1843 0.0345
C 0.850 -0.125 -1.328 -0.1345 0.5773 1.0148 -0.2112
C 0.734 0.817 -0.143 -0.1535 -0.3877 -0.1839 -0.1599
C 1.407 0.655 0.985 -0.4312 0.0374 0.4479 -0.1710
C 1.229 1.545 2.192 0.1725 -0.6457 0.0768 -0.1091
H -0.368 -1.901 -2.040 0.5621 -0.3870 0.3546 0.0929
H -1.923 0.258 -0.600 0.4612 0.0531 0.4981 0.1122
H -3.421 -1.512 -0.312 0.0594 0.2827 -0.1281 0.0752
H -2.361 -2.655 -0.953 0.2768 0.0563 -0.0406 0.0821
H 1.085 0.501 -2.193 -0.0883 -0.4036 -0.3090 0.1035
H 1.720 -0.730 -1.074 0.1257 -0.2081 -0.4592 0.0975
H -0.032 1.586 -0.184 0.2021 0.2915 -0.1616 0.1043
H 1.978 -0.260 1.130 0.4250 0.2514 -0.2293 0.1027
H 1.463 0.985 3.102 -0.1190 0.0660 -0.0324 0.0656
H 1.900 2.402 2.189 -0.0498 0.1566 -0.1193 0.0675
H 0.191 1.863 2.250 -0.0070 0.3064 0.0850 0.0675



60
Properties=species:S:1:pos:R:3:forces:R:3:lowdin_charge:R:1 method="wB97M-V/def2-TZVPD" energy_ev=-32574.6314 homo_lumo_gap_ev=8.715 homo_energy_ha=-0.3185 e_lumo_ha=0.00174 smiles=CCCc1cc2ncc(CN)nc2cc1[C@@H](C)F.CC(C)O.CC(C)O
C 4.905 1.791 0.525 0.4695 -0.2545 -0.2475 -0.0868
C 4.971 0.596 -0.448 0.2185 0.5875 -0.0449 -0.2377
C 3.833 0.586 -1.458 -0.2737 -0.3800 -0.0485 -0.1663
C 2.454 0.264 -0.921 -0.6218 0.5111 0.1470 -0.1409
C 1.469 1.215 -1.098 0.4173 -0.3946 0.1383 0.0326
C 0.135 1.033 -0.670 0.0286 0.2886 -0.1145 -0.2150
N -0.781 2.022 -0.870 0.0207 -0.0243 -0.0602 0.1459
C -1.991 1.756 -0.468 0.2657 -0.0323 -0.0587 -0.0742
C -2.348 0.527 0.141 -0.4770 -0.2987 0.5257 -0.2574
C -3.787 0.294 0.543 -0.0184 0.3650 -0.5258 -0.2329
N -4.454 -0.750 -0.223 -0.1337 -0.1474 0.4440 0.0062
N -1.489 -0.430 0.378 0.2837 0.4554 -0.3058 0.1844
C -0.219 -0.164 -0.041 0.2652 -0.5938 0.2165 -0.1992
C 0.790 -1.135 0.161 0.4461 0.0158 -0.0950 0.0459
C 2.090 -0.957 -0.250 -0.2583 0.2716 -0.2787 -0.0852
C 3.120 -2.033 0.009 -0.3191 -0.1957 0.2960 -0.3338
C 2.561 -3.362 0.446 -0.3854 0.2338 0.4342 -0.0406
F 3.900 -2.214 -1.134 0.0988 -0.0174 -0.1889 -0.0119
H 5.136 1.459 1.533 -0.2682 0.1384 0.2318 0.0658
H 3.956 2.319 0.483 -0.2180 -0.1229 0.2119 0.0666
H 5.676 2.514 0.269 0.0202 0.1599 -0.0474 0.0645
H 5.896 0.685 -1.016 0.1159 -0.1152 -0.0661 0.1055
H 5.062 -0.329 0.104 -0.1345 -0.2180 -0.0128 0.0776
H 4.042 -0.103 -2.274 0.1610 -0.1534 0.0182 0.1137
H 3.783 1.572 -1.916 -0.0352 0.1637 -0.0209 0.1099
H 1.712 2.151 -1.579 -0.0364 0.1177 -0.0730 0.1160
H -2.757 2.502 -0.620 -0.0325 0.1689 -0.1016 0.0929
H -3.837 0.074 1.605 -0.0256 -0.2004 0.1188 0.1132
H -4.336 1.222 0.384 -0.0630 0.0885 0.0715 0.1035
H -4.338 -0.600 -1.215 0.0483 -0.0235 -0.0656 0.0661
H -4.053 -1.647 0.016 0.0654 -0.0650 -0.1754 0.0604
H 0.500 -2.043 0.662 -0.1234 -0.1117 0.0801 0.1006
H 3.782 -1.686 0.802 0.2608 0.0767 -0.0355 0.1369
H 1.702 -3.666 -0.145 0.0883 -0.1583 -0.3097 0.0882
H 3.319 -4.137 0.455 0.1737 -0.0225 -0.1623 0.0895
H 2.204 -3.267 1.473 0.0787 -0.0569 -0.0654 0.0601
C -0.587 -4.011 4.431 0.0143 0.1674 -0.0410 -0.0601
C 0.055 -4.669 3.220 0.0118 -0.2139 0.3977 -0.4935
C -0.172 -6.172 3.212 0.0510 -0.0388 -0.1601 -0.0604
O 1.456 -4.384 3.190 -0.0968 0.0276 -0.0374 -0.0741
H -0.151 -4.404 5.354 -0.0360 -0.0821 -0.0118 0.0811
H -0.413 -2.935 4.419 -0.0257 -0.0024 -0.0402 0.0800
H -1.663 -4.190 4.455 0.0026 -0.0133 0.0127 0.0809
H -0.357 -4.233 2.308 0.1069 0.0471 -0.0439 0.1346
H 0.277 -6.630 4.098 -0.0589 0.0378 0.0560 0.0813
H 0.295 -6.625 2.338 -0.0273 0.0257 -0.0198 0.0797
H -1.236 -6.411 3.202 0.0003 -0.0037 0.0210 0.0807
H 1.852 -4.756 3.986 -0.0154 -0.0030 0.0190 0.0923
C -4.657 5.489 -3.738 -0.1445 -0.0586 0.0702 -0.0645
C -3.662 5.108 -2.653 0.1842 0.0536 -0.4481 -0.4969
C -2.309 5.767 -2.877 0.0768 -0.0105 0.1636 -0.0613
O -3.510 3.689 -2.599 -0.1862 0.0042 0.2212 -0.0699
H -4.298 5.158 -4.717 0.0683 0.0585 -0.0009 0.0807
H -5.619 5.007 -3.563 0.0014 0.0222 0.0343 0.0783
H -4.810 6.569 -3.774 0.0144 0.0004 -0.0173 0.0794
H -4.055 5.404 -1.679 -0.0071 -0.1112 0.0506 0.1374
H -1.881 5.443 -3.829 -0.0597 0.0391 -0.0476 0.0816
H -1.610 5.479 -2.091 -0.0260 0.0018 0.0160 0.0787
H -2.395 6.854 -2.889 -0.0017 -0.0018 -0.0244 0.0792
H -3.160 3.396 -3.447 0.0507 -0.0024 0.0003 0.0907



97
Properties=species:S:1:pos:R:3:forces:R:3:mulliken_spin:R:1 method="wB97M-V/def2-TZVPD" s_squared=2.008 energy_ev=-55824.1415 homo_lumo_gap_ev="4.965 / 5.827" spin_multiplicity=3 homo_energy_ha="-0.3565 / -0.3881" e_lumo_ha="-0.17400 / -0.17400" charge=+1
O 0.109 6.306 6.145 0.2256 0.5780 0.3509 0.0000
C 0.677 6.816 5.295 -0.3793 -0.7676 -0.8326 0.0000
N 1.177 7.308 4.260 0.3169 0.0221 0.4603 0.0000
N 1.977 6.386 3.560 -0.1168 0.2693 0.6667 0.0000
N 3.154 6.115 4.118 -0.5203 -0.2322 -0.8950 0.0000
C 3.901 5.282 3.426 1.2900 -0.1246 0.2750 0.0000
C 5.216 4.919 4.077 -0.6490 -0.0750 0.4185 0.0000
C 5.069 3.567 4.813 0.1047 -0.0744 -0.1777 0.0000
O 4.845 3.815 6.190 -0.0604 0.0207 -0.3264 0.0000
C 3.543 4.719 2.164 -0.4358 0.2078 -0.1912 0.0002
C 4.459 3.797 1.410 -0.7146 0.2290 -0.5883 -0.0002
C 4.333 2.337 1.855 0.7358 0.2425 0.2625 -0.0004
O 5.320 1.709 2.103 -0.1320 -0.3084 -0.0181 0.0000
C 2.300 5.044 1.658 0.8086 0.2071 1.0527 0.0000
C 1.507 5.907 2.426 -0.7743 -0.3078 -1.1751 -0.0001
C 0.111 6.307 1.977 -0.0188 0.5042 -0.0116 0.0000
O -0.874 5.883 2.881 0.2520 -0.1885 -0.1397 0.0000
C -1.094 4.513 2.940 -0.3484 -0.4352 0.2664 -0.0002
C -1.814 4.075 4.047 -0.2304 0.0764 0.3694 0.0000
C -2.130 2.738 4.210 0.2743 -0.1106 -0.3696 0.0000
C -1.701 1.799 3.270 -0.1398 0.1184 0.1261 -0.0002
C -0.987 2.232 2.168 0.0896 0.1433 -0.1349 -0.0014
C -0.693 3.585 1.988 0.1704 0.1462 0.0286 0.0001
H 5.437 5.658 4.847 0.0603 0.0341 -0.1165 0.0000
H 6.030 4.905 3.358 -0.0454 -0.0675 -0.0653 0.0000
H 4.218 2.991 4.428 0.1350 0.0367 -0.1979 0.0000
H 5.971 2.975 4.628 -0.0375 -0.0409 0.2233 0.0000
H 4.333 3.072 6.522 0.0940 0.0355 0.2860 0.0000
H 4.133 3.833 0.363 -0.0118 -0.1300 0.0615 -0.0001
H 5.496 4.123 1.399 0.0410 -0.1855 0.3480 0.0000
H 3.322 1.900 1.958 -0.0450 0.1362 -0.1512 0.0010
H 1.944 4.645 0.720 -0.0814 0.1001 -0.0156 0.0001
H 0.067 7.397 1.928 -0.0802 -0.0476 0.1880 0.0000
H -0.083 5.958 0.960 0.1827 -0.1816 0.0679 0.0000
H -2.160 4.780 4.795 0.1019 0.1470 -0.1523 0.0000
H -2.709 2.428 5.070 0.0255 0.0078 -0.0115 0.0000
H -1.948 0.753 3.393 0.0512 0.0177 -0.0278 -0.0001
H -0.647 1.540 1.406 -0.0906 -0.0788 0.0688 0.0049
H -0.163 3.880 1.093 -0.0595 -0.0288 -0.0228 -0.0004
C 3.620 0.406 -3.082 -0.0241 -0.1374 -0.2172 0.0106
C 2.773 0.253 -1.787 1.2671 0.8000 -1.0662 0.0328
C 3.605 -0.421 -0.690 -0.0262 -0.3106 0.2818 0.0203
C 3.823 -1.913 -0.914 -0.1343 -0.0107 0.0135 -0.0193
C 2.483 -2.616 -1.128 0.2572 0.2757 0.3817 0.0200
C 1.653 -1.987 -2.248 0.1401 -1.0377 -1.3815 0.0543
N 1.524 -0.504 -2.073 -0.1201 -0.3782 2.3734 0.3707
O 0.650 -0.246 -1.148 -0.2732 0.2609 -0.5734 0.5466
C 2.300 -2.324 -3.604 0.2280 0.1797 -0.0811 0.0049
C 0.274 -2.637 -2.290 -0.4023 0.2636 0.3163 -0.0258
C 2.460 1.683 -1.353 -0.5779 0.1434 0.4144 -0.0247
H 3.893 1.446 -3.258 0.0369 0.0105 0.1619 0.0014
H 4.547 -0.166 -3.044 -0.0519 -0.0688 -0.0282 0.0000
H 3.068 0.099 -3.968 -0.0289 -0.0358 0.0473 -0.0095
H 3.109 -0.286 0.279 -0.1396 0.0073 -0.0740 0.0027
H 4.573 0.082 -0.612 -0.0519 0.1216 -0.0937 0.0000
H 4.494 -2.082 -1.760 -0.0469 0.0169 -0.0363 -0.0009
H 4.323 -2.341 -0.043 0.0236 0.0159 -0.0182 0.0016
H 2.653 -3.669 -1.357 -0.1079 0.0055 -0.1081 -0.0020
H 1.917 -2.590 -0.192 -0.0780 0.0866 -0.0492 0.0057
H 1.787 -1.810 -4.419 -0.0128 0.0133 0.0223 -0.0061
H 2.222 -3.394 -3.792 -0.0821 -0.0104 0.1091 0.0000
H 3.359 -2.080 -3.657 -0.0259 0.0447 -0.0021 0.0009
H -0.249 -2.569 -1.338 0.0100 0.1076 -0.0191 0.0031
H 0.367 -3.697 -2.525 0.1624 0.0192 -0.0380 -0.0004
H -0.353 -2.180 -3.058 0.0240 0.0359 0.0135 0.0041
H 1.841 2.196 -2.091 -0.0088 -0.0408 -0.0138 -0.0151
H 3.391 2.244 -1.246 0.1234 -0.1612 -0.1598 0.0023
H 1.946 1.726 -0.389 -0.1188 -0.1335 -0.0722 0.0213
C -6.383 -3.246 -1.679 -0.1505 -0.1888 0.0779 0.0124
C -4.869 -3.446 -1.968 -1.3976 0.9942 0.3279 0.0155
C -4.603 -3.391 -3.476 0.2367 -0.3453 -0.2877 0.0244
C -5.065 -4.636 -4.227 0.0366 0.0151 0.0414 -0.0217
C -4.478 -5.893 -3.590 0.1556 0.3885 -0.2432 0.0205
C -4.774 -5.991 -2.092 -1.2298 -1.0858 0.2140 0.0305
N -4.398 -4.733 -1.372 1.7575 0.1630 -1.5713 0.3702
O -3.111 -4.693 -1.224 -0.2032 -0.0454 0.6594 0.5503
C -6.266 -6.315 -1.892 -0.1811 0.2042 -0.0278 0.0087
C -4.024 -7.182 -1.501 0.4532 0.1150 0.1663 -0.0036
C -4.167 -2.257 -1.315 0.5582 -0.1624 0.1572 -0.0143
H -6.574 -2.270 -1.235 0.1173 0.0719 -0.1164 0.0012
H -6.993 -3.312 -2.581 0.0013 -0.0873 0.0151 0.0000
H -6.760 -3.969 -0.960 0.0484 -0.0316 -0.0280 -0.0097
H -3.529 -3.263 -3.647 0.0228 -0.0419 0.1294 0.0030
H -5.089 -2.506 -3.893 -0.0307 0.0535 0.1431 0.0023
H -6.156 -4.688 -4.253 0.0001 -0.0172 0.0472 -0.0005
H -4.741 -4.572 -5.268 -0.0313 0.0069 0.0004 0.0018
H -4.872 -6.779 -4.092 -0.0162 -0.0693 0.1316 0.0014
H -3.395 -5.901 -3.752 0.0188 0.0403 0.1314 0.0061
H -6.530 -6.298 -0.833 0.0278 0.0179 0.0018 -0.0075
H -6.479 -7.317 -2.266 0.1295 -0.0182 -0.0170 0.0005
H -6.934 -5.641 -2.423 0.0214 0.0360 0.0458 0.0006
H -2.952 -7.128 -1.682 -0.0148 0.1155 0.0579 0.0003
H -4.384 -8.105 -1.956 -0.1208 0.0696 -0.0560 0.0003
H -4.187 -7.253 -0.424 0.0037 0.0402 -0.0062 -0.0005
H -4.294 -2.270 -0.231 -0.0205 -0.0308 -0.0087 -0.0039
H -4.596 -1.331 -1.699 -0.1326 -0.0720 -0.0450 0.0004
H -3.100 -2.234 -1.534 -0.0090 -0.1140 0.0571 0.0085



12
Properties=species:S:1:pos:R:3:forces:R:3:lowdin_charge:R:1 method="wB97M-V/def2-TZVPD" energy_ev=-7325.7806 homo_lumo_gap_ev=7.834 homo_energy_ha=-0.3164 e_lumo_ha=-0.02852
C 0.888 -0.265 -0.492 -0.0677 0.0711 0.0529 -0.1218
C 0.574 1.189 -0.396 -0.0503 -0.0934 0.0112 -0.0220
C -0.587 1.422 0.273 -0.0208 0.0102 0.1068 -0.1249
O -0.878 -1.953 -0.090 -0.0754 -0.1549 0.0715 -0.0531
C -0.177 -0.857 0.461 0.0315 0.1957 0.0542 -0.4520
C -1.182 0.215 0.782 0.3327 0.1960 -0.2170 0.0949
H 1.932 -0.495 -0.243 -0.1696 0.0411 -0.0333 0.1180
H 0.711 -0.624 -1.513 -0.0186 0.0219 0.1378 0.1324
H 1.210 1.964 -0.826 -0.1234 -0.1250 -0.0304 0.1123
H -1.055 2.399 0.356 0.1808 -0.0860 0.0922 0.0871
H 0.331 -1.147 1.400 -0.1298 0.1470 -0.0448 0.1517
H -1.767 -1.847 0.289 0.1107 -0.2235 -0.2010 0.0775



29
Properties=species:S:1:pos:R:3:forces:R:3:lowdin_charge:R:1 method="wB97M-V/def2-TZVPD" energy_ev=-16742.1886 homo_lumo_gap_ev=9.254 homo_energy_ha=-0.2104 e_lumo_ha=0.12968 charge=-1
C -0.484 1.865 1.379 -0.4021 -1.3714 2.1659 -0.2575
O -1.682 1.061 1.260 0.3060 0.2482 -0.4351 -0.1011
C 0.352 1.884 0.129 0.2372 2.2111 -0.8600 -0.2136
C 1.341 0.783 -0.290 0.3405 -0.2495 1.6962 -0.2531
C 2.210 1.263 -1.444 -0.4550 -0.8627 -1.6814 -0.1322
H -0.920 2.813 1.713 0.5173 0.3221 -0.6518 0.1097
H 0.042 1.471 2.285 0.0519 0.1790 -0.8099 0.1061
H 0.974 2.817 0.103 -0.2389 -0.4569 0.6943 0.1062
H -0.382 2.205 -0.619 0.0630 -0.7768 -0.6608 0.1156
H 0.855 -0.127 -0.634 -0.1648 -0.1561 0.5047 0.0858
H 1.946 0.552 0.659 -0.7369 0.0976 -1.3674 0.1329
H 1.743 0.868 -2.388 -0.1575 1.0025 0.5894 0.0838
H 3.170 0.747 -1.605 0.0950 0.5438 0.9543 0.0634
H 2.261 2.363 -1.469 0.4189 -0.4384 -0.1932 0.0614
H 1.081 -1.322 3.080 -0.0274 0.0603 0.0372 -0.0095
H 0.064 -1.492 1.865 -0.1230 0.3401 0.8063 -0.0303
O 0.217 -1.003 2.803 0.1911 -0.3061 -0.5568 -0.1828
H -2.971 0.738 -2.425 0.0781 0.0146 -0.0691 0.0041
H -2.676 -0.637 -1.815 0.3046 0.9025 -0.8313 -0.0176
O -2.513 -0.079 -2.646 -0.3533 -0.3909 0.2839 -0.1374
H -0.373 -3.080 0.833 -0.1547 0.1108 0.0609 -0.0021
H -1.402 0.199 0.937 0.7154 -0.0626 0.3825 0.0283
O -0.293 -2.143 0.624 -0.4039 0.3165 -0.4990 -0.3492
H -1.784 -1.617 -0.314 -1.2016 0.5493 0.7756 0.0705
H -2.617 -0.484 0.387 -0.5645 -0.4076 -0.5060 0.0211
O -2.700 -1.140 -0.323 1.2879 -1.0879 0.3341 -0.1062
H 2.321 -2.846 -0.718 -0.0827 0.0785 0.0513 -0.0059
H 0.788 -2.507 -0.450 0.3627 -0.6558 0.1589 -0.0331
O 1.432 -3.149 -0.918 0.0970 0.2456 -0.3737 -0.1572



18
Properties=species:S:1:pos:R:3:forces:R:3:lowdin_charge:R:1 method="wB97M-V/def2-TZVPD" energy_ev=-12980.1227 homo_lumo_gap_ev=8.399 homo_energy_ha=-0.3142 e_lumo_ha=-0.00555
C 2.411 -0.316 0.006 -8.1223 -2.4242 -0.1870 -0.3605
C 1.217 -1.232 0.125 -0.2948 8.8022 -0.8056 0.0712
C -0.080 -0.631 0.123 1.1136 -5.2870 2.0057 -0.0163
C -0.290 0.724 0.129 0.4094 1.3533 -2.3581 -0.2903
C -1.580 1.361 0.001 -0.3234 2.5659 1.3384 -0.0806
C -2.774 0.774 0.076 -4.1717 0.9019 0.5042 -0.1306
C -3.142 -0.604 -0.078 0.3074 -4.7159 -0.1378 -0.2481
C 0.799 1.545 -0.123 1.6735 3.3353 1.6149 -0.0482
C 2.105 1.033 -0.105 3.1206 -0.3182 -0.0455 -0.0492
H 4.133 -0.170 0.008 0.0954 -2.6931 -0.2862 0.1617
H 1.670 -2.094 0.172 0.4490 -5.6693 0.4259 0.0479
H -0.891 -1.392 0.413 0.9588 1.5555 -0.9499 0.1236
H -1.508 2.554 0.030 -0.4750 -2.8607 0.0193 0.1553
H -3.830 1.316 0.334 2.9738 -0.5554 -1.0358 0.1581
H 0.711 2.780 -0.029 0.0287 -3.5580 -0.6382 0.1733
H 3.131 1.516 -0.145 -1.7266 1.0804 -0.1888 0.1243
N -3.377 -1.772 -0.184 0.6174 4.7096 0.3461 0.1323
O 3.527 -1.003 -0.053 3.3663 3.7777 0.3784 0.0762



no.,F_max (eV Å⁻¹)
1,1.18
2,0.82
3,2.41
4,0.44
5,2.59
6,8.84